## P
Molecular formula: C5H6N2
Method: DFT, the ωB97M-V functional and the def2-TZVPD basis

Results
HOMO energy ... -9.782 eV
M ... 94.12 g/mol
LUMO energy ... 1.2 eV
HOMO-LUMO gap ... 11.0 eV
Spin multiplicity ... 1
Net charge ... 0

Positions of all 13 atoms, in Å:
N1 0.445 0.004 1.961
C1 1.218 -0.814 1.407
C2 -0.151 -0.997 0.983
C3 -0.581 -0.474 -0.374
C4 -0.779 1.065 -0.497
C5 0.403 0.895 -1.404
N2 0.568 -0.376 -1.327
H1 -0.758 -1.786 1.427
H2 -1.397 -1.079 -0.782
H3 -1.707 1.401 -0.969
H4 -0.601 1.625 0.427
H5 1.013 1.584 -1.990
H6 2.275 -1.045 1.353

natural (NBO) population analysis, charges in e, atoms 1 to 2: N -0.3168; C 0.0761



## Q
Molecular formula: C5H6N2
Method: DFT, the ωB97M-V functional and the def2-TZVPD basis

Results
HOMO energy ... -9.827 eV
M ... 94.12 g/mol
LUMO energy ... 0.9 eV
HOMO-LUMO gap ... 10.7 eV
Spin multiplicity ... 1
Net charge ... 0
SMILES ... N#C[C@H]1[C@H]2CCN21

Positions of all 13 atoms, in Å:
N1 -0.513 -2.642 1.258
C1 -0.652 -1.819 0.457
C2 -0.646 -0.914 -0.672
C3 -0.613 0.562 -0.733
C4 -0.057 1.259 0.487
C5 1.139 0.295 0.343
N2 0.626 -0.235 -0.968
H1 -1.054 -1.380 -1.563
H2 -1.116 1.049 -1.564
H3 0.223 2.292 0.268
H4 -0.671 1.242 1.389
H5 2.108 0.775 0.191
H6 1.225 -0.483 1.105

natural (NBO) population analysis, charges in e, atoms 1 to 2: N -0.3049; C 0.2634



Relative energies with respect to the most stable structure, expressed in kJ/mol: P 92.9; Q 0.0.



## P
Molecular formula: C4H9NO4
Method: DFT, the ωB97M-V functional and the def2-TZVPD basis

Results
HOMO energy ... -9.654 eV
M ... 135.12 g/mol
LUMO energy ... 0.9 eV
HOMO-LUMO gap ... 10.6 eV
Spin multiplicity ... 1
Net charge ... 0
SMILES ... COC(=O)O.C=CON

Positions of all 18 atoms, in Å:
C1 1.052 -2.040 -0.600
O1 -0.105 -1.370 -1.093
C2 -1.129 -1.199 -0.174
O2 -1.023 -1.255 1.037
O3 -2.314 -1.255 -0.808
H1 0.913 -2.654 0.293
H2 1.813 -1.286 -0.390
H3 1.416 -2.688 -1.401
H4 -2.952 -1.008 -0.111
C3 1.364 1.233 0.916
C4 0.842 1.431 -0.298
O4 -0.555 1.350 -0.676
N1 -1.463 1.910 0.299
H5 0.840 0.643 1.660
H6 2.361 1.582 1.159
H7 1.378 1.938 -1.089
H8 -1.024 1.769 1.208
H9 -1.414 2.902 0.068

natural (NBO) population analysis, charges in e, atoms 1 to 2: C -0.2604; O -0.5167



## Q
Molecular formula: C4H9NO4
Method: DFT, the ωB97M-V functional and the def2-TZVPD basis

Results
HOMO energy ... -9.685 eV
M ... 135.12 g/mol
LUMO energy ... -1.0 eV
HOMO-LUMO gap ... 8.7 eV
Spin multiplicity ... 1
Net charge ... 0
SMILES ... CN[C@@H](O)C(=O)O.C=O

Positions of all 18 atoms, in Å:
C1 -0.018 -0.681 -1.583
N1 0.082 -0.825 -0.137
C2 -0.620 0.118 0.642
O1 -0.662 1.454 0.202
C3 -2.129 -0.499 0.435
O2 -2.515 -1.474 0.996
O3 -2.850 0.279 -0.353
H1 0.237 0.325 -1.928
H2 -1.024 -0.950 -1.914
H3 0.663 -1.396 -2.038
H4 1.237 -0.636 0.130
H5 -0.434 -0.008 1.711
H6 0.145 1.878 0.544
H7 -2.339 1.088 -0.556
C4 2.468 0.238 0.903
O4 1.746 1.143 1.367
H8 3.068 0.430 -0.005
H9 2.945 -0.484 1.585

natural (NBO) population analysis, charges in e, atoms 1 to 2: C -0.4374; N -0.5506



Relative energies with respect to the most stable structure, expressed in kJ/mol: P 48.0; Q 0.0.



## P
Molecular formula: C7H12
Method: DFT, the ωB97M-V functional and the def2-TZVPD basis

Results
HOMO energy ... -9.321 eV
M ... 96.17 g/mol
LUMO energy ... 1.2 eV
HOMO-LUMO gap ... 10.5 eV
Spin multiplicity ... 1
Net charge ... 0
SMILES ... C[C@H]1[C@H]2CCC[C@@H]12

Positions of all 19 atoms, in Å:
C1 -2.094 -0.055 0.358
C2 -1.216 -0.636 -0.719
C3 0.001 0.042 -1.279
C4 0.629 1.242 -0.593
C5 1.714 0.662 0.330
C6 0.999 -0.755 0.786
C7 0.159 -1.182 -0.411
H1 -2.664 0.809 -0.003
H2 -2.807 -0.810 0.707
H3 -1.504 0.255 1.225
H4 -1.770 -1.191 -1.479
H5 0.202 -0.071 -2.335
H6 1.041 1.933 -1.332
H7 -0.124 1.814 -0.025
H8 2.633 0.415 -0.183
H9 1.981 1.422 1.108
H10 0.659 -0.138 1.580
H11 1.642 -1.590 1.090
H12 0.437 -2.115 -0.908

natural (NBO) population analysis, charges in e, atoms 1 to 2: C -0.6149; C -0.2070



## Q
Molecular formula: C7H12
Method: DFT, the ωB97M-V functional and the def2-TZVPD basis

Results
HOMO energy ... -8.062 eV
M ... 96.17 g/mol
LUMO energy ... 1.0 eV
HOMO-LUMO gap ... 9.0 eV
Spin multiplicity ... 1
Net charge ... 0
SMILES ... C=C(C)C(=C)CC

Positions of all 19 atoms, in Å:
C1 0.771 0.310 -2.318
C2 0.097 -0.210 -1.280
C3 -1.178 -0.986 -1.567
C4 0.518 0.182 0.109
C5 1.801 0.250 0.514
C6 -0.658 0.244 1.060
C7 -0.346 0.497 2.522
H1 1.786 0.664 -2.227
H2 0.253 0.185 -3.256
H3 -0.915 -2.036 -1.439
H4 -2.081 -0.719 -1.025
H5 -1.415 -0.721 -2.594
H6 2.040 -0.221 1.459
H7 2.566 0.603 -0.165
H8 -1.169 -0.714 0.929
H9 -1.369 0.973 0.658
H10 0.117 1.469 2.623
H11 0.423 -0.195 2.865
H12 -1.240 0.427 3.131

natural (NBO) population analysis, charges in e, atoms 1 to 2: C -0.3946; C -0.0067



## R
Molecular formula: C7H12
Method: DFT, the ωB97M-V functional and the def2-TZVPD basis

Results
HOMO energy ... -7.822 eV
M ... 96.17 g/mol
LUMO energy ... 1.1 eV
HOMO-LUMO gap ... 8.9 eV
Spin multiplicity ... 1
Net charge ... 0
SMILES ... C/C=C1/C=CCC1.[H][H]

Positions of all 19 atoms, in Å:
C1 2.350 0.736 -0.601
C2 1.117 0.269 -1.296
C3 -0.064 0.159 -0.687
C4 -0.673 -1.166 -0.792
C5 -1.104 -1.537 0.412
C6 -0.972 -0.423 1.438
C7 -0.520 0.798 0.605
H1 3.096 -0.055 -0.748
H2 2.762 1.681 -0.951
H3 2.165 0.790 0.478
H4 1.248 -0.309 -2.210
H5 -0.575 -1.768 -1.689
H6 -1.461 -2.528 0.651
H7 -1.904 -0.238 1.983
H8 -0.207 -0.676 2.184
H9 0.265 1.399 1.072
H10 -1.361 1.487 0.440
H11 -2.727 -0.169 -0.761
H12 -2.514 0.416 -1.167

natural (NBO) population analysis, charges in e, atoms 1 to 2: C -0.6447; C -0.1561



Relative energies with respect to the most stable structure, expressed in kJ/mol: P 0.0; Q 59.6; R 111.1.



## P
Molecular formula: C7H12
Method: DFT, the ωB97M-V functional and the def2-TZVPD basis

Results
HOMO energy ... -7.985 eV
M ... 96.17 g/mol
LUMO energy ... 0.4 eV
HOMO-LUMO gap ... 8.4 eV
Spin multiplicity ... 1
Net charge ... 0

Positions of all 19 atoms, in Å:
C1 0.646 2.008 0.448
C2 -0.691 1.340 0.243
C3 -0.844 0.143 -0.620
C4 0.297 -0.588 -1.314
C5 0.689 -1.851 -0.553
C6 0.084 -0.687 1.626
C7 -0.989 -0.009 0.922
H1 0.921 2.599 -0.434
H2 0.603 2.681 1.310
H3 1.431 1.274 0.646
H4 -1.542 2.020 0.243
H5 -1.806 0.064 -1.124
H6 -0.019 -0.844 -2.332
H7 1.170 0.067 -1.410
H8 -0.134 -2.571 -0.497
H9 1.589 -2.341 -0.933
H10 0.964 -1.507 0.480
H11 -0.350 -1.602 2.078
H12 -2.021 -0.195 1.220

natural (NBO) population analysis, charges in e, atoms 1 to 2: C -0.6252; C -0.1939



## Q
Molecular formula: C7H12
Method: DFT, the ωB97M-V functional and the def2-TZVPD basis

Results
HOMO energy ... -8.443 eV
M ... 96.17 g/mol
LUMO energy ... 0.8 eV
HOMO-LUMO gap ... 9.3 eV
Spin multiplicity ... 1
Net charge ... 0

Positions of all 19 atoms, in Å:
C1 -2.291 -0.392 -0.310
C2 -1.104 0.515 -0.017
C3 -0.064 -0.058 0.987
C4 1.346 0.370 0.437
C5 2.403 -0.708 0.650
C6 1.219 0.722 -1.078
C7 -0.071 0.675 -1.081
H1 -1.957 -1.352 -0.718
H2 -2.854 -0.588 0.610
H3 -2.983 0.067 -1.026
H4 -1.468 1.495 0.323
H5 -0.252 0.264 2.017
H6 -0.134 -1.154 0.960
H7 1.666 1.295 0.936
H8 2.128 -1.613 0.095
H9 2.500 -0.974 1.710
H10 3.372 -0.368 0.275
H11 -0.714 0.552 -2.482
H12 -0.752 1.332 -2.367

natural (NBO) population analysis, charges in e, atoms 1 to 2: C -0.6048; C -0.3036



## R
Molecular formula: C7H12
Method: DFT, the ωB97M-V functional and the def2-TZVPD basis

Results
HOMO energy ... -9.765 eV
M ... 96.17 g/mol
LUMO energy ... 1.2 eV
HOMO-LUMO gap ... 10.9 eV
Spin multiplicity ... 1
Net charge ... 0
SMILES ... CC1CC2(CC2)C1

Positions of all 19 atoms, in Å:
C1 -2.529 0.303 0.106
C2 -1.230 -0.473 -0.027
C3 -0.220 0.021 -1.100
C4 0.873 -0.009 -0.031
C5 2.202 -0.682 -0.159
C6 2.121 0.806 0.065
C7 -0.158 -0.244 1.072
H1 -3.175 0.155 -0.768
H2 -2.327 1.378 0.196
H3 -3.090 -0.006 0.996
H4 -1.439 -1.541 -0.149
H5 -0.070 -0.637 -1.963
H6 -0.450 1.031 -1.462
H7 2.498 -1.027 -1.147
H8 2.548 -1.310 0.659
H9 2.379 1.468 -0.758
H10 2.391 1.185 1.048
H11 -0.356 0.659 1.664
H12 0.033 -1.077 1.757

natural (NBO) population analysis, charges in e, atoms 1 to 2: C -0.6037; C -0.2005



Relative energies with respect to the most stable structure, expressed in kJ/mol: P 296.9; Q 408.5; R 0.0.



## P
Molecular formula: C7H12
Method: DFT, the ωB97M-V functional and the def2-TZVPD basis

Results
HOMO energy ... -9.173 eV
M ... 96.17 g/mol
LUMO energy ... 1.2 eV
HOMO-LUMO gap ... 10.4 eV
Spin multiplicity ... 1
Net charge ... 0
SMILES ... CC1C=C1.C=CC

Positions of all 19 atoms, in Å:
C1 0.637 1.663 1.054
C2 -0.872 1.742 0.870
C3 -1.646 0.820 -0.023
C4 -1.787 0.609 1.248
H1 1.183 2.174 0.252
H2 0.933 2.136 1.996
H3 0.981 0.625 1.084
H4 -1.247 2.765 0.980
H5 -1.854 0.540 -1.044
H6 -2.202 0.021 2.055
C5 0.007 -0.865 -2.234
C6 0.795 -0.998 -1.167
C7 0.596 -2.007 -0.083
H7 -0.844 -1.523 -2.397
H8 0.164 -0.091 -2.979
H9 1.607 -0.287 -1.027
H10 1.411 -2.743 -0.054
H11 0.564 -1.527 0.902
H12 -0.346 -2.545 -0.216

natural (NBO) population analysis, charges in e, atoms 1 to 2: C -0.6235; C -0.2397



## Q
Molecular formula: C7H12
Method: DFT, the ωB97M-V functional and the def2-TZVPD basis

Results
HOMO energy ... -9.538 eV
M ... 96.17 g/mol
LUMO energy ... 1.2 eV
HOMO-LUMO gap ... 10.8 eV
Spin multiplicity ... 1
Net charge ... 0
SMILES ... CC[C@H]1C[C@H]2C[C@@H]12

Positions of all 19 atoms, in Å:
C1 2.518 0.245 -0.677
C2 1.087 -0.274 -0.820
C3 0.242 -0.127 0.447
C4 -0.644 1.140 0.698
C5 -1.852 0.229 0.908
C6 -2.094 -0.558 -0.341
C7 -1.008 -0.995 0.595
H1 3.117 0.003 -1.562
H2 3.014 -0.213 0.187
H3 2.553 1.331 -0.540
H4 0.597 0.225 -1.669
H5 1.123 -1.343 -1.074
H6 0.888 -0.280 1.320
H7 -0.741 1.838 -0.144
H8 -0.346 1.702 1.587
H9 -2.607 0.342 1.681
H10 -2.985 -1.181 -0.350
H11 -1.847 -0.124 -1.310
H12 -1.029 -1.972 1.071

natural (NBO) population analysis, charges in e, atoms 1 to 2: C -0.6029; C -0.4012



Relative energies with respect to the most stable structure, expressed in kJ/mol: P 187.2; Q 0.0.



## P
Molecular formula: C7H12
Method: DFT, the ωB97M-V functional and the def2-TZVPD basis

Results
HOMO energy ... -8.520 eV
M ... 96.17 g/mol
LUMO energy ... 1.0 eV
HOMO-LUMO gap ... 9.5 eV
Spin multiplicity ... 1
Net charge ... 0
SMILES ... C=C(C)C/C=C/C

Positions of all 19 atoms, in Å:
C1 1.246 -0.785 2.417
C2 0.903 -0.251 1.234
C3 1.404 1.184 0.827
C4 0.531 -1.155 0.121
C5 -0.250 -0.443 -1.003
C6 -1.421 0.121 -0.839
C7 -2.223 0.534 -2.095
H1 2.192 -0.369 3.030
H2 0.667 -1.487 3.036
H3 1.462 1.841 1.629
H4 0.646 1.626 0.169
H5 2.437 1.055 0.328
H6 1.467 -1.435 -0.412
H7 -0.014 -2.022 0.480
H8 0.101 -0.583 -2.040
H9 -1.746 0.438 0.296
H10 -2.110 1.561 -2.430
H11 -2.042 -0.080 -3.011
H12 -3.250 0.248 -1.736

natural (NBO) population analysis, charges in e, atoms 1 to 2: C -0.4094; C 0.0274



## Q
Molecular formula: C7H12
Method: DFT, the ωB97M-V functional and the def2-TZVPD basis

Results
HOMO energy ... -9.296 eV
M ... 96.17 g/mol
LUMO energy ... 1.1 eV
HOMO-LUMO gap ... 10.4 eV
Spin multiplicity ... 1
Net charge ... 0
SMILES ... CC#CCCCC

Positions of all 19 atoms, in Å:
C1 -2.994 -2.264 1.097
C2 -2.349 -0.982 0.834
C3 -1.747 0.033 0.595
C4 -0.779 1.066 0.221
C5 0.522 0.356 -0.182
C6 1.638 1.298 -0.613
C7 2.910 0.547 -1.000
H1 -2.247 -3.059 1.029
H2 -3.781 -2.471 0.363
H3 -3.432 -2.297 2.098
H4 -0.598 1.755 1.055
H5 -1.157 1.674 -0.612
H6 0.856 -0.256 0.667
H7 0.291 -0.348 -0.992
H8 1.857 2.000 0.202
H9 1.294 1.903 -1.463
H10 3.287 -0.048 -0.160
H11 2.725 -0.141 -1.833
H12 3.705 1.235 -1.305

natural (NBO) population analysis, charges in e, atoms 1 to 2: C -0.6797; C -0.0083



## R
Molecular formula: C7H12
Method: DFT, the ωB97M-V functional and the def2-TZVPD basis

Results
HOMO energy ... -9.701 eV
M ... 96.17 g/mol
LUMO energy ... 1.1 eV
HOMO-LUMO gap ... 10.9 eV
Spin multiplicity ... 1
Net charge ... 0
SMILES ... C[C@H]1[C@H]2CCC[C@@H]12

Positions of all 19 atoms, in Å:
C1 0.135 0.206 1.951
C2 0.829 0.871 0.778
C3 1.170 0.235 -0.546
C4 0.672 -1.138 -0.944
C5 -0.878 -1.078 -0.891
C6 -1.280 0.400 -0.591
C7 0.020 1.195 -0.462
H1 0.815 0.027 2.790
H2 -0.666 0.864 2.314
H3 -0.324 -0.753 1.691
H4 1.583 1.591 1.093
H5 2.099 0.580 -0.994
H6 1.020 -1.340 -1.964
H7 1.084 -1.930 -0.307
H8 -1.310 -1.426 -1.836
H9 -1.260 -1.755 -0.117
H10 -1.857 0.440 0.340
H11 -1.927 0.843 -1.356
H12 0.075 2.168 -0.947

natural (NBO) population analysis, charges in e, atoms 1 to 2: C -0.6192; C -0.2252



## S
Molecular formula: C7H12
Method: DFT, the ωB97M-V functional and the def2-TZVPD basis

Results
HOMO energy (spin up / spin down) ... -9.177 / -9.232 eV
M ... 96.17 g/mol
LUMO energy (spin up / spin down) ... -0.8 / -0.8 eV
HOMO-LUMO gap (spin up / spin down) ... 8.4 / 8.4 eV
Spin multiplicity ... 1
Net charge ... 0

Positions of all 19 atoms, in Å:
C1 -1.785 0.760 0.232
C2 -1.286 -0.651 -0.029
C3 -0.237 -0.741 -1.173
C4 0.839 -0.861 -0.110
C5 2.152 -0.673 -0.103
C6 0.895 2.601 0.494
C7 -0.193 -1.124 0.971
H1 -2.405 1.122 -0.596
H2 -0.956 1.480 0.348
H3 -2.377 0.809 1.153
H4 -2.133 -1.337 -0.134
H5 -0.336 -1.654 -1.772
H6 -0.174 0.118 -1.852
H7 2.697 -0.439 -1.015
H8 2.732 -0.763 0.813
H9 1.425 2.347 -0.453
H10 1.481 2.005 1.230
H11 -0.098 -0.552 1.902
H12 -0.275 -2.188 1.220

natural (NBO) population analysis, charges in e, atoms 1 to 2: C -0.5986; C -0.2037



Relative energies with respect to the most stable structure, expressed in kJ/mol: P 233.7; Q 73.5; R 0.0; S 507.6.